Entry 1:
ORCA calculation (ωB97M-V/def2-TZVPD) on a molecular structure, C21H17BN5O5RuS2.

CARTESIAN COORDINATES (ANGSTROEM)
Ru: 0.96 0.10 -0.20
C: 3.59 -2.72 1.75
C: 2.47 -2.07 1.04
N: 2.57 -0.73 0.62
N: 3.71 -0.12 0.78
C: 3.74 1.14 0.40
N: 4.87 1.84 0.52
S: 2.34 1.94 -0.31
C: 1.22 -2.63 0.77
C: 0.86 -3.98 1.02
C: -0.41 -4.41 0.74
C: -1.35 -3.50 0.24
C: -0.97 -2.20 0.00
N: 0.28 -1.77 0.23
H: 4.54 -2.45 1.27
H: 3.48 -3.80 1.76
H: 3.64 -2.35 2.78
H: 5.68 1.42 0.95
H: 4.91 2.79 0.18
H: 1.60 -4.66 1.43
H: -0.69 -5.44 0.92
H: -2.37 -3.81 0.04
H: -1.68 -1.46 -0.35
O: 0.04 0.40 2.83
B: 0.13 0.80 1.53
O: -0.64 1.93 1.29
C: -1.24 2.22 2.50
C: -2.12 3.24 2.81
C: -2.56 3.28 4.13
C: -2.14 2.35 5.07
C: -1.26 1.32 4.74
C: -0.82 1.29 3.44
H: -2.44 3.94 2.05
H: -3.26 4.06 4.41
H: -2.51 2.43 6.09
H: -0.95 0.58 5.46
O: -2.58 0.58 -0.95
C: -1.72 0.75 -1.79
N: -0.37 0.89 -1.51
S: 0.58 0.66 -2.86
O: 1.43 1.77 -3.15
O: 1.25 -0.60 -2.54
C: -0.77 0.59 -4.01
C: -0.76 0.58 -5.39
C: -1.99 0.67 -6.03
C: -3.17 0.76 -5.30
C: -3.16 0.79 -3.91
C: -1.93 0.71 -3.27
H: 0.16 0.49 -5.95
H: -2.02 0.68 -7.11
H: -4.12 0.83 -5.82
H: -4.07 0.88 -3.34

Computed properties:
* total charge: +1
* highest occupied orbital energy (alpha / beta): -9.915 / -11.005 eV
* energy above the lowest of the compared OMol25 structures with the same formula, charge and spin: 53.2 kJ/mol
* multiplicity: 5
* <S²>: 6.04



Entry 2:
ORCA calculation (ωB97M-V/def2-TZVPD) on a single C2H3NOS2 molecule.

CARTESIAN COORDINATES (ANGSTROEM)
S: -1.00 -0.08 1.84
C: 0.07 -0.58 0.44
O: 0.77 0.48 -0.02
C: 0.35 0.91 -1.25
N: -0.54 0.26 -1.86
S: -1.07 -1.09 -1.11
H: -0.15 -0.37 2.86
H: 0.70 -1.37 0.54
H: 0.87 1.84 -1.44

Computed properties:
* total charge: 0
* highest occupied orbital energy: -8.700 eV
* energy above the lowest of the compared OMol25 structures with the same formula, charge and spin: 158.7 kJ/mol



Entry 3:
ORCA calculation (ωB97M-V/def2-TZVPD) on a molecular structure, C35H47BBaN11O6S.

CARTESIAN COORDINATES (ANGSTROEM)
Ba: 0.04 0.78 -0.28
C: -1.69 3.42 -3.34
C: -0.60 2.40 -3.68
N: 0.45 2.28 -2.68
C: 1.24 3.49 -2.43
C: 1.31 3.86 -0.95
N: 0.01 3.78 -0.29
C: -0.96 4.80 -0.71
C: -2.34 4.22 -1.07
N: -2.39 3.21 -2.10
H: -2.38 3.40 -4.19
H: -1.26 4.42 -3.35
H: -0.21 2.66 -4.67
H: -1.08 1.41 -3.77
H: 1.08 1.52 -2.92
H: 0.82 4.32 -3.01
H: 2.27 3.35 -2.78
H: 1.77 4.86 -0.86
H: 1.98 3.16 -0.44
H: 0.17 3.87 0.71
H: -0.55 5.36 -1.56
H: -1.11 5.54 0.09
H: -2.98 5.07 -1.35
H: -2.77 3.77 -0.18
H: -2.32 2.28 -1.69
O: 4.18 0.08 1.32
S: 3.13 -0.19 0.34
O: 2.72 1.08 -0.36
O: 1.85 -0.61 1.08
O: 3.48 -1.22 -0.62
C: -4.24 -2.50 1.17
C: -4.17 -0.98 1.25
C: -4.41 -0.54 2.69
O: -2.85 -0.54 0.89
B: -2.92 0.72 0.23
O: -4.28 0.96 -0.04
C: -5.06 -0.22 0.23
C: -6.42 0.19 0.75
C: -5.21 -0.97 -1.09
H: -3.58 -2.93 1.92
H: -3.92 -2.85 0.19
H: -5.26 -2.85 1.36
H: -3.62 -0.95 3.32
H: -5.38 -0.89 3.07
H: -4.38 0.55 2.77
H: -6.34 0.85 1.61
H: -7.01 -0.69 1.03
H: -6.96 0.72 -0.04
H: -4.24 -1.29 -1.47
H: -5.65 -0.29 -1.82
H: -5.86 -1.85 -0.99
N: 3.37 -5.16 -3.84
C: 4.01 -5.93 -4.77
C: 4.70 -7.14 -4.69
C: 5.23 -7.63 -5.87
C: 5.08 -6.95 -7.09
C: 4.39 -5.75 -7.16
C: 3.85 -5.24 -5.98
N: 3.13 -4.08 -5.77
C: 2.86 -4.07 -4.49
C: 2.09 -3.02 -3.81
C: 1.81 -3.07 -2.45
C: 1.07 -2.05 -1.89
N: 0.66 -0.98 -2.56
C: 0.93 -0.94 -3.87
C: 1.62 -1.93 -4.53
H: 3.29 -5.35 -2.85
H: 4.83 -7.66 -3.75
H: 5.78 -8.57 -5.85
H: 5.51 -7.38 -7.98
H: 4.27 -5.22 -8.09
H: 2.18 -3.84 -1.80
H: 0.86 -2.09 -0.82
H: 0.58 -0.07 -4.41
H: 1.82 -1.86 -5.59
C: -1.22 2.27 3.28
C: 0.26 2.34 3.07
N: 0.91 3.40 2.65
C: 2.24 3.04 2.63
C: 2.39 1.74 3.02
N: 1.12 1.31 3.32
C: 0.76 -0.02 3.73
N: 1.09 -0.24 5.14
N: 1.33 -1.50 5.55
N: 1.47 -1.53 6.82
C: 1.31 -0.24 7.29
C: 1.38 0.25 8.60
C: 1.19 1.60 8.77
C: 0.96 2.45 7.66
C: 0.90 1.98 6.37
C: 1.07 0.60 6.21
H: -1.62 3.26 3.11
H: -1.47 1.96 4.30
H: -1.71 1.59 2.58
H: 3.01 3.71 2.28
H: 3.24 1.08 2.99
H: 1.30 -0.75 3.13
H: -0.31 -0.14 3.59
H: 1.57 -0.41 9.43
H: 1.23 2.03 9.76
H: 0.84 3.52 7.84
H: 0.76 2.66 5.54

Computed properties:
* total charge: -1
* highest occupied orbital energy: -4.079 eV
* energy above the lowest of the compared OMol25 structures with the same formula, charge and spin: 0.0 kJ/mol



Entry 4:
ORCA calculation (ωB97M-V/def2-TZVPD) on a molecular structure, C3H8S.

CARTESIAN COORDINATES (ANGSTROEM)
C: -0.96 -0.84 0.08
C: -0.35 0.34 -0.53
C: 0.89 0.84 0.25
H: -2.19 -0.58 0.13
H: -0.69 -0.87 1.31
H: -0.38 -1.53 -0.20
H: -0.10 0.38 -1.67
H: -1.07 1.06 -0.40
H: 0.83 2.16 -0.03
H: 0.76 1.11 1.33
H: 1.17 -1.67 -0.15
S: 2.08 -0.41 -0.13

Computed properties:
* total charge: 0
* highest occupied orbital energy: -8.949 eV
* energy above the lowest of the compared OMol25 structures with the same formula, charge and spin: 428.1 kJ/mol



Entry 5:
ORCA calculation (ωB97M-V/def2-TZVPD) on 9 unconnected molecules or ions with the total composition H19O9.

CARTESIAN COORDINATES (ANGSTROEM)
O: 3.83 -0.67 -0.77
H: 2.49 2.11 0.05
H: 3.04 -2.32 -3.08
O: -3.28 -0.95 -1.63
H: -1.81 -1.14 -1.22
O: 1.19 1.75 3.44
H: -3.25 2.07 -0.72
H: 1.04 1.41 2.65
O: 0.58 -1.04 0.55
H: 1.86 1.28 3.98
H: -3.16 -1.04 -2.61
O: -0.85 -1.67 -1.34
H: 1.87 2.73 1.23
H: -0.74 -2.01 -2.23
O: 1.72 2.11 0.49
H: 1.25 -1.03 -0.22
H: -0.10 -1.45 -0.69
O: -2.35 1.31 3.04
H: 3.17 -0.09 -0.52
H: -1.80 0.96 3.65
O: -3.73 1.27 -0.57
H: 0.65 -0.11 1.07
H: -1.92 2.09 2.68
O: 2.55 -2.39 -2.26
H: -4.69 1.30 -0.37
H: -3.65 0.01 -1.54
H: 3.24 -1.33 -1.35
H: 2.84 -3.16 -1.71

Computed properties:
* total charge: +1
* highest occupied orbital energy: -13.994 eV
* energy above the lowest of the compared OMol25 structures with the same formula, charge and spin: 407.2 kJ/mol



Entry 6:
ORCA calculation (ωB97M-V/def2-TZVPD) on a single C2H3N3O molecule.

CARTESIAN COORDINATES (ANGSTROEM)
N: -1.42 0.09 0.22
C: -0.36 -0.53 -0.31
C: 1.03 -0.13 -0.25
N: 1.58 0.85 0.41
N: 2.03 1.72 0.99
O: -0.46 -1.59 -0.94
H: -2.31 -0.35 0.04
H: -1.40 0.99 0.67
H: 1.32 -1.05 -0.83

Computed properties:
* total charge: 0
* highest occupied orbital energy: -9.015 eV
* energy above the lowest of the compared OMol25 structures with the same formula, charge and spin: 212.7 kJ/mol



Entry 7:
ORCA calculation (ωB97M-V/def2-TZVPD) on a molecular structure, C3H11AlO3.

CARTESIAN COORDINATES (ANGSTROEM)
Al: -16.66 -13.41 5.34
C: -16.95 -10.08 7.26
O: -16.24 -10.78 6.44
H: -16.75 -8.96 7.16
H: -18.04 -10.09 6.96
H: -16.82 -10.36 8.31
C: -13.70 -14.56 2.92
O: -14.21 -13.89 4.10
H: -12.81 -15.13 3.21
H: -14.46 -15.22 2.52
H: -13.41 -13.83 2.17
H: -13.65 -13.14 4.30
C: -16.05 -13.38 9.20
O: -16.41 -14.11 8.03
H: -16.74 -12.60 9.53
H: -16.03 -14.05 10.06
H: -15.03 -13.02 9.16
H: -16.76 -14.98 8.27

Computed properties:
* total charge: +2
* highest occupied orbital energy: -17.517 eV
* energy above the lowest of the compared OMol25 structures with the same formula, charge and spin: 41.6 kJ/mol



Entry 8:
ORCA calculation (ωB97M-V/def2-TZVPD) on a gas-phase ion, C2H7N2OS (charge +1).

CARTESIAN COORDINATES (ANGSTROEM)
C: 1.12 0.88 -0.63
C: 0.37 -0.18 0.15
N: 0.35 -1.41 -0.36
N: -0.43 0.06 1.13
S: -1.62 -1.19 1.96
O: -3.03 -0.37 2.02
H: 2.12 0.91 -0.17
H: 0.71 1.85 -0.73
H: 1.56 0.65 -1.70
H: 0.92 -1.83 -1.23
H: -0.31 -2.02 0.07
H: -0.49 1.04 1.43
H: -3.27 0.01 2.90

Computed properties:
* total charge: +1
* highest occupied orbital energy: -14.048 eV
* energy above the lowest of the compared OMol25 structures with the same formula, charge and spin: 114.3 kJ/mol



Entry 9:
ORCA calculation (ωB97M-V/def2-TZVPD) on 2 unconnected molecules or ions with the total composition H2NO2P.

CARTESIAN COORDINATES (ANGSTROEM)
N: 0.35 -0.41 0.22
O: 2.86 -2.21 0.91
O: 1.28 -1.19 -0.32
P: 1.80 -2.12 -1.38
H: 0.68 0.24 0.91
H: 3.64 -2.58 1.29

Computed properties:
* total charge: 0
* highest occupied orbital energy (alpha / beta): -10.132 / -8.517 eV
* energy above the lowest of the compared OMol25 structures with the same formula, charge and spin: 768.7 kJ/mol



Entry 10:
ORCA calculation (ωB97M-V/def2-TZVPD) on a single C14H23N3O2S molecule.

CARTESIAN COORDINATES (ANGSTROEM)
C: 4.26 4.58 3.37
C: 4.14 3.09 3.05
O: 3.00 2.45 3.39
C: 1.87 2.72 2.67
C: 1.70 1.88 1.59
N: 0.92 0.87 1.59
N: 1.04 0.02 0.66
C: 2.08 0.35 -0.38
N: 2.49 -0.32 -1.47
C: 1.83 -1.51 -2.05
O: 2.64 -2.01 -3.10
C: 0.73 -1.94 -1.57
C: -0.72 -1.03 -1.94
C: -1.81 -1.49 -1.08
C: -2.52 -2.86 -1.35
C: -3.69 -3.12 -0.61
C: -4.76 -2.13 -1.26
C: -4.15 -0.76 -0.79
C: -2.91 -0.33 -1.64
S: 3.19 1.46 0.18
H: 3.96 4.76 4.49
H: 3.75 5.05 2.87
H: 5.31 5.11 3.20
H: 5.08 2.67 3.71
H: 4.65 2.89 2.09
H: 1.86 3.84 2.14
H: 1.12 2.36 3.48
H: 3.28 -0.04 -1.80
H: 0.65 -2.07 -0.43
H: 0.41 -2.99 -1.77
H: -0.66 -1.40 -3.08
H: -0.33 -0.01 -1.89
H: -1.68 -1.22 -0.19
H: -1.69 -3.66 -1.11
H: -2.51 -3.00 -2.65
H: -3.98 -4.17 -1.06
H: -3.45 -3.06 0.49
H: -5.71 -2.29 -0.60
H: -5.11 -2.12 -2.06
H: -4.86 -0.04 -1.04
H: -3.97 -0.43 -0.04
H: -2.38 0.50 -1.30
H: -3.03 -0.58 -2.71

Computed properties:
* total charge: 0
* highest occupied orbital energy: -8.510 eV
* energy above the lowest of the compared OMol25 structures with the same formula, charge and spin: 1650.7 kJ/mol



Entry 11:
ORCA calculation (ωB97M-V/def2-TZVPD) on a single C12H10F6N4O5 molecule.

CARTESIAN COORDINATES (ANGSTROEM)
C: 3.40 -0.63 -0.02
C: 2.03 -0.62 0.54
C: 1.38 -1.74 1.27
C: 0.76 -2.97 0.39
O: 0.31 -3.75 1.54
C: -0.37 -2.40 -0.59
F: 0.12 -1.37 -1.35
F: -1.39 -1.99 0.15
F: -0.84 -3.32 -1.43
C: 1.87 -3.61 -0.53
F: 2.21 -2.94 -1.66
F: 1.43 -4.76 -1.07
F: 2.99 -3.99 0.13
N: 1.53 0.54 0.45
N: 0.29 0.89 0.88
C: -0.61 1.84 0.35
C: -0.06 2.47 -0.74
C: -0.89 3.51 -1.42
C: -2.30 3.51 -1.17
N: -3.16 4.16 -2.08
O: -4.39 3.87 -1.97
O: -2.71 4.82 -3.00
C: -2.74 2.73 -0.07
C: -1.91 1.96 0.81
N: -2.48 1.40 2.03
O: -3.40 2.04 2.56
O: -1.99 0.33 2.49
H: 3.44 -0.64 -1.16
H: 3.86 0.30 0.38
H: 4.05 -1.37 0.47
H: 2.26 -2.09 1.91
H: 0.63 -1.36 2.06
H: -0.19 -4.47 1.24
H: 0.07 0.43 1.78
H: 1.00 2.43 -1.04
H: -0.36 4.11 -2.21
H: -3.84 2.71 0.09

Computed properties:
* total charge: 0
* highest occupied orbital energy: -8.699 eV
* energy above the lowest of the compared OMol25 structures with the same formula, charge and spin: 228.0 kJ/mol



Entry 12:
ORCA calculation (ωB97M-V/def2-TZVPD) on a single C5H10O molecule.

CARTESIAN COORDINATES (ANGSTROEM)
C: -0.96 1.00 -1.56
O: -1.20 0.41 -0.32
C: -0.11 -0.15 0.37
C: -0.63 -0.74 1.66
C: 0.99 -0.89 -0.32
C: 1.27 0.46 0.32
H: -0.26 1.84 -1.50
H: -0.59 0.28 -2.31
H: -1.92 1.39 -1.91
H: 0.19 -1.03 2.33
H: -1.26 -0.01 2.18
H: -1.22 -1.63 1.44
H: 1.35 -1.79 0.17
H: 1.03 -0.93 -1.41
H: 1.46 1.27 -0.37
H: 1.86 0.52 1.23

Computed properties:
* total charge: 0
* highest occupied orbital energy: -9.106 eV
* energy above the lowest of the compared OMol25 structures with the same formula, charge and spin: 148.2 kJ/mol



Entry 13:
ORCA calculation (ωB97M-V/def2-TZVPD) on a molecular structure, C16H17Cl3GeMoN11O2P.

CARTESIAN COORDINATES (ANGSTROEM)
Mo: -0.38 -1.61 -0.22
N: 0.86 -0.06 2.76
N: -0.07 -0.80 3.48
C: -1.00 -1.59 2.91
O: -1.89 -2.20 3.39
O: -0.82 -1.60 1.50
H: 1.80 -0.29 3.07
H: 0.68 0.93 2.89
H: -0.13 -0.73 4.49
N: 0.60 -3.80 -2.93
C: 0.74 -4.21 -1.65
N: 1.39 -5.27 -1.22
N: 1.29 -5.21 0.11
N: 0.62 -4.19 0.50
N: 0.21 -3.52 -0.62
C: 0.13 -2.56 -3.23
N: 0.00 -2.09 -4.45
N: -0.47 -0.84 -4.28
N: -0.63 -0.56 -3.06
N: -0.25 -1.64 -2.30
H: 0.97 -4.37 -3.68
C: -2.61 1.14 -1.73
P: -1.13 0.81 -0.74
C: -1.58 1.46 0.90
C: -0.91 2.54 1.47
C: -1.31 3.02 2.71
C: -2.37 2.43 3.38
C: -3.05 1.36 2.81
C: -2.66 0.88 1.57
C: 0.25 1.79 -1.32
C: 0.15 2.60 -2.45
C: 1.24 3.35 -2.86
C: 2.44 3.28 -2.16
C: 2.55 2.46 -1.04
C: 1.45 1.72 -0.62
H: -2.87 2.19 -1.59
H: -3.43 0.52 -1.35
H: -2.44 0.91 -2.77
H: -0.09 3.02 0.95
H: -0.79 3.86 3.15
H: -2.68 2.81 4.35
H: -3.88 0.90 3.33
H: -3.19 0.04 1.15
H: -0.77 2.65 -3.02
H: 1.16 3.97 -3.74
H: 3.29 3.86 -2.49
H: 3.48 2.41 -0.50
H: 1.54 1.09 0.26
Cl: 5.02 -4.05 0.64
Ge: 3.22 -3.16 1.32
Cl: 2.71 -1.62 -0.20
Cl: 3.62 -2.04 3.14

Computed properties:
* total charge: +1
* highest occupied orbital energy (alpha / beta): -11.728 / -12.306 eV
* energy above the lowest of the compared OMol25 structures with the same formula, charge and spin: 274.3 kJ/mol
* multiplicity: 4
* <S²>: 3.78



Entry 14:
ORCA calculation (ωB97M-V/def2-TZVPD) on 5 unconnected molecules or ions with the total composition C17H38NO6.

CARTESIAN COORDINATES (ANGSTROEM)
O: -2.79 -0.75 -0.48
C: -1.45 -0.94 -1.06
C: -0.17 -0.18 -0.32
C: 1.31 -0.44 -1.02
C: 1.40 -1.42 -2.34
O: 2.72 -1.68 -2.94
N: 0.16 -2.08 -2.97
C: -1.26 -1.91 -2.40
H: -2.89 -1.52 0.19
H: -0.29 0.51 0.64
H: 2.23 0.10 -0.51
H: 3.05 -2.51 -2.44
H: 0.25 -2.68 -3.84
H: -2.16 -2.48 -2.93
C: 1.11 3.85 -1.43
C: 1.92 3.63 -0.16
C: 3.09 4.59 -0.09
O: 2.41 2.29 -0.14
H: 1.72 3.68 -2.32
H: 0.27 3.14 -1.48
H: 0.70 4.87 -1.47
H: 1.28 3.76 0.71
H: 3.77 4.45 -0.93
H: 3.68 4.41 0.82
H: 2.75 5.63 -0.08
H: 2.98 2.17 -0.92
C: 6.20 4.83 3.33
C: 6.10 6.35 3.22
C: 6.21 7.01 4.58
O: 4.86 6.70 2.62
H: 5.38 4.43 3.94
H: 6.11 4.37 2.34
H: 7.15 4.53 3.77
H: 6.90 6.72 2.57
H: 5.39 6.68 5.24
H: 6.12 8.10 4.49
H: 7.16 6.77 5.07
H: 4.15 6.37 3.19
C: -0.49 -6.22 -1.64
C: -1.38 -5.76 -0.50
C: -2.07 -6.94 0.18
O: -2.37 -4.87 -1.00
H: -1.07 -6.74 -2.41
H: -0.01 -5.36 -2.12
H: 0.29 -6.90 -1.28
H: -0.79 -5.22 0.24
H: -2.71 -7.48 -0.53
H: -2.72 -6.60 0.99
H: -1.34 -7.64 0.59
H: -2.90 -5.35 -1.66
C: -7.50 -1.18 -0.48
C: -6.85 -2.50 -0.87
C: -6.08 -3.11 0.30
O: -5.97 -2.29 -1.96
H: -6.75 -0.45 -0.19
H: -8.04 -0.76 -1.33
H: -8.20 -1.32 0.35
H: -7.62 -3.21 -1.20
H: -5.28 -2.44 0.62
H: -5.61 -4.05 0.00
H: -6.74 -3.30 1.15
H: -5.28 -1.67 -1.67

Computed properties:
* total charge: +1
* highest occupied orbital energy: -11.692 eV



Entry 15:
ORCA calculation (ωB97M-V/def2-TZVPD) on a molecular structure, C5H6O2.

CARTESIAN COORDINATES (ANGSTROEM)
O: 0.09 -2.55 1.47
C: -0.63 -2.12 0.34
C: -0.23 -0.79 -0.15
C: 0.08 0.31 -0.59
C: 0.01 2.14 0.31
C: 0.50 1.73 -1.00
O: 1.75 2.10 -1.09
H: -0.04 -1.90 2.17
H: -1.71 -2.11 0.51
H: -0.43 -2.85 -0.45
H: 0.72 1.97 1.11
H: -0.90 2.71 0.51
H: -0.19 1.99 -1.84

Computed properties:
* total charge: 0
* highest occupied orbital energy (alpha / beta): -8.165 / -9.882 eV
* energy above the lowest of the compared OMol25 structures with the same formula, charge and spin: 636.1 kJ/mol



Sequential calculated total energy output: -64663.862; -27329.132; -77945.989; -14071.484; -18727.465; -8638.290; -16003.290; -18042.402; -14898.798; -34275.424; -45100.701; -7393.229; -142575.010; -32005.803; -9370.503 eV